[1]
Density functional theory data (ωB97M-V with the def2-TZVPD basis set) for 2 unconnected molecules or ions with the total composition C5H13NO at a distorted geometry.

XYZ file:
```
20
Properties=species:S:1:pos:R:3:forces:R:3:lowdin_charge:R:1
C 0.3378 1.1860 -1.9469 -0.0749 -0.3858 -0.4026 -0.110
C 0.4305 1.6792 -0.5131 -1.1153 -0.0717 -0.4910 -0.167
C -0.9491 2.1027 -0.0136 0.2082 0.2514 0.4348 -0.554
N -0.9540 2.6969 1.2279 0.0728 -0.2169 -0.5784 0.143
O -1.9735 1.9735 -0.6438 -0.0596 -0.0158 -0.2463 0.058
H -0.2913 0.3093 -2.0800 -0.1604 -0.1221 0.4188 0.072
H 1.3105 0.8892 -2.3199 0.3145 0.1590 -0.0966 0.067
H -0.1061 1.9150 -2.6230 0.1993 0.2664 0.1363 0.079
H 0.7401 0.8688 0.1522 0.4713 0.2382 0.0195 0.102
H 1.0728 2.5606 -0.4751 0.2379 -0.2534 0.3554 0.117
H -1.8706 2.9134 1.5718 -0.0690 -0.0034 0.3475 0.100
H -0.1983 2.5283 1.8657 -0.0179 0.1242 0.1112 0.093
C -0.2726 -3.0658 0.3917 0.4822 0.4157 -0.6782 -0.162
C 0.8850 -2.3648 1.1155 -0.3683 0.5654 -0.8489 -0.163
H 0.0542 -3.5899 -0.5091 0.2875 0.1173 -0.0022 0.061
H -0.7072 -3.8391 0.9751 -0.7484 -0.3947 0.7577 0.044
H -1.0138 -2.3469 0.0439 -0.1912 -0.1072 0.2180 0.061
H 0.6029 -1.3869 1.5031 -0.3905 -0.1146 0.4064 0.044
H 1.6059 -2.0763 0.3517 0.5763 -0.3856 0.2434 0.057
H 1.2969 -2.9533 1.9259 0.3453 -0.0664 -0.1050 0.059
```
Forces are in eV/Å.

Computed properties:
Multiplicity: 1
Energy above the lowest of the compared OMol25 structures with the same formula, charge and spin: 23.0 kJ/mol
Highest occupied orbital energy: -0.361 hartree
Largest force on an atom: 1.22 eV/A
SMILES: CCC(N)=O.CC
Energy: -328.31008 Ha
Kohn-Sham gap: 0.39157 Eh
LUMO energy: 0.82 eV

[2]
Density functional theory data (ωB97M-V with the def2-TZVPD basis set) for 2 unconnected molecules or ions with the total composition C8H12N4 at a distorted geometry.

XYZ file:
```
24
Properties=species:S:1:pos:R:3:forces:R:3:lowdin_charge:R:1
C -1.5718 -1.4902 -0.4029 0.0178 -1.4160 3.0162 -0.077
C -2.2216 -0.1739 -0.3694 -0.2941 3.1254 1.5106 -0.393
C -2.4775 0.6819 0.7448 -1.2080 -0.4911 -2.9562 -0.041
N -3.1670 1.8222 0.2562 2.2137 -2.5923 -2.7429 0.048
C -3.1312 1.7257 -1.1540 2.9887 -7.2434 4.2487 -0.081
N -2.5644 0.4604 -1.5265 -1.6709 3.9855 1.1564 0.076
H -0.5168 -1.4881 -0.5644 0.2769 0.0377 -0.9131 0.013
H -2.0365 -2.1275 -1.1063 -0.5148 -0.6769 -0.7764 0.065
H -1.5909 -2.0259 0.6349 -0.4393 0.9455 -1.6317 0.126
H -2.3209 0.5007 1.7682 -0.0162 -0.0182 1.0271 0.088
H -3.7005 2.4232 0.8324 -0.2357 0.8048 0.2542 0.124
H -3.5117 2.3258 -1.8374 -1.7895 2.9469 -2.5949 0.048
C 2.9485 -0.9610 1.8688 -2.2131 -0.5861 1.7747 -0.066
C 2.6109 -0.1843 0.6028 -1.6045 -1.3335 1.9461 -0.405
C 1.3879 -0.2634 -0.0360 -0.3251 1.8320 -0.9978 -0.055
N 1.6141 0.3829 -1.2670 5.1138 -0.9958 3.0317 0.065
C 3.0423 0.7391 -1.3207 -2.3419 -1.6545 0.7764 -0.122
N 3.5346 0.4383 -0.1197 1.4346 0.0561 -2.3123 0.053
H 3.2649 -2.0142 1.6195 0.5517 1.3902 0.4695 0.084
H 2.0495 -1.1785 2.5763 0.3978 0.2620 -1.8899 0.085
H 3.4192 -0.4002 2.6947 1.2744 -0.3196 -1.0752 0.065
H 0.3251 -0.4975 0.2881 2.3654 0.5475 -0.2028 0.096
H 0.9421 0.5453 -1.9025 -2.5867 0.6687 -2.8022 0.072
H 3.6717 0.7589 -2.2800 -1.3948 0.7252 1.6838 0.132
```
Forces are in eV/Å.

Computed properties:
Multiplicity: 1
Energy above the lowest of the compared OMol25 structures with the same formula, charge and spin: 302.6 kJ/mol
Highest occupied orbital energy: -0.304 hartree
Largest force on an atom: 8.91 eV/A
SMILES: Cc1c[nH]cn1.Cc1c[nH]cn1
Energy: -530.96948 Ha
Kohn-Sham gap: 0.33187 Eh
LUMO energy: 0.77 eV

[3]
Density functional theory data (ωB97M-V with the def2-TZVPD basis set) for a molecular structure, C27H30Cl2N6O3Tl.

XYZ file:
```
69
Properties=species:S:1:pos:R:3:forces:R:3:lowdin_charge:R:1
Tl 0.2883 0.3892 -0.8571 -0.0558 0.3777 0.1920 1.066
O 2.1380 -0.2262 2.7870 0.0707 -0.0379 -0.0046 0.113
C 1.6984 0.4235 1.8673 -0.0318 0.1572 0.0073 -0.445
N 1.9799 0.2805 0.5196 0.1331 -0.2788 0.2155 0.021
C 3.1566 -0.3153 0.1146 0.0593 0.0280 0.0074 -0.477
O 4.0436 -0.7351 0.8175 0.0330 0.0153 0.0167 0.115
C 3.3549 -0.3159 -1.3938 -0.1713 -0.0486 0.1041 -0.215
C 4.6115 -0.5468 -1.9249 -0.0289 -0.0136 -0.0214 0.024
C 4.7567 -0.5004 -3.3027 0.0584 -0.0092 -0.0301 -0.024
C 3.6546 -0.2275 -4.0997 -0.0042 -0.0162 0.0151 -0.040
C 2.4336 -0.0208 -3.4854 0.0480 -0.0042 0.0551 -0.123
N 2.2965 -0.0697 -2.1619 -0.0411 -0.0704 -0.1488 0.023
C 0.7147 1.5428 2.1759 0.0114 -0.1630 -0.1400 -0.202
C 0.7027 2.1316 3.4301 -0.0161 -0.0380 -0.0255 0.004
C -0.2541 3.1004 3.6870 -0.0123 0.0354 0.0631 -0.036
C -1.1711 3.4313 2.6998 0.0063 -0.0075 -0.0276 -0.034
C -1.0752 2.8000 1.4702 0.1378 0.0189 0.0579 -0.107
N -0.1384 1.8886 1.2152 -0.1296 0.0311 -0.0583 0.050
H 5.4359 -0.7425 -1.2548 0.0049 -0.0070 -0.0020 0.129
H 5.7260 -0.6690 -3.7531 -0.0012 0.0003 -0.0012 0.121
H 3.7334 -0.1789 -5.1762 0.0183 0.0043 -0.0024 0.117
H 1.5403 0.1994 -4.0582 -0.0019 0.0052 -0.0010 0.113
H 1.4341 1.8279 4.1652 -0.0092 -0.0042 0.0198 0.127
H -0.2877 3.5896 4.6516 -0.0038 0.0075 -0.0022 0.120
H -1.9390 4.1727 2.8692 0.0046 0.0078 0.0135 0.114
H -1.7499 3.0388 0.6560 -0.0173 -0.0101 -0.0008 0.115
C -2.9370 -0.5741 -1.4052 0.0053 0.0354 -0.0077 -0.082
N -1.7014 -0.8843 -2.1245 0.1148 -0.1267 0.0082 -0.326
C -1.6209 -2.3263 -2.3610 0.0371 0.0250 0.0082 -0.097
C -1.6422 -0.1472 -3.3863 -0.0080 -0.0038 0.0401 -0.171
C -1.4540 1.3375 -3.1641 0.0240 -0.0543 -0.0568 -0.261
C -2.0907 2.2616 -3.9826 0.0088 0.0402 -0.0303 -0.026
C -1.8719 3.6219 -3.8116 0.0114 -0.0405 0.0167 -0.059
C -1.0169 4.0688 -2.8147 0.0069 -0.0128 -0.0235 -0.069
C -0.3883 3.1507 -1.9812 -0.0360 -0.0025 -0.0510 -0.122
C -0.6110 1.7903 -2.1593 -0.2782 0.2749 -0.1864 -0.247
H -3.8119 -0.9136 -1.9740 -0.0111 0.0254 -0.0001 0.103
H -3.0209 0.5013 -1.2480 0.0043 -0.0004 0.0092 0.091
H -2.9313 -1.0745 -0.4393 0.0052 -0.0177 -0.0047 0.069
H -2.4793 -2.6780 -2.9475 0.0003 -0.0066 -0.0042 0.100
H -1.6092 -2.8489 -1.4058 0.0020 0.0039 0.0023 0.072
H -0.7045 -2.5669 -2.8990 0.0049 0.0066 0.0141 0.056
H -2.5410 -0.3250 -3.9920 -0.0115 0.0019 0.0164 0.135
H -0.7937 -0.5454 -3.9516 -0.0164 0.0095 -0.0289 0.123
H -2.7634 1.9145 -4.7586 0.0028 0.0009 -0.0067 0.119
H -2.3730 4.3320 -4.4556 0.0004 0.0081 0.0002 0.111
H -0.8415 5.1286 -2.6849 0.0030 0.0023 0.0166 0.110
H 0.2713 3.5059 -1.1979 0.0016 -0.0025 0.0062 0.099
Cl 2.1446 -3.5766 -3.2488 -0.0048 0.0270 -0.0086 0.564
C 2.3264 -3.9597 -1.5350 0.0534 0.0149 0.0888 -0.939
Cl 1.3151 -2.9279 -0.5035 -0.0408 -0.1332 0.0184 0.609
H 3.3597 -3.7998 -1.2496 0.0010 -0.0123 -0.0215 0.035
H 2.0167 -4.9848 -1.3728 0.0277 -0.0007 -0.0254 0.032
N -0.6936 -1.0840 0.8501 -0.1433 -0.1536 -0.2416 0.144
C -0.9822 -1.4290 1.9177 0.0873 0.2111 0.2770 -0.209
N -1.2788 -1.8036 3.1282 0.0930 -0.1767 -0.1043 -0.058
C -2.5412 -1.4198 3.7783 0.0651 -0.0186 -0.0832 -0.086
C -2.2215 -0.4646 4.9126 0.0156 0.0524 0.1237 -0.179
O -1.2862 -1.0386 5.8033 -0.0526 -0.0614 -0.0387 -0.110
C -0.0490 -1.3120 5.1634 0.0253 0.1378 0.0884 -0.168
C -0.2286 -2.3086 4.0389 -0.1296 -0.0610 -0.0807 -0.078
H -3.0058 -2.3288 4.1644 -0.0174 0.0132 0.0122 0.137
H -3.2032 -0.9669 3.0417 0.0048 0.0116 0.0047 0.134
H -3.1192 -0.2484 5.4902 0.0032 0.0027 -0.0020 0.135
H -1.8257 0.4771 4.5059 -0.0048 -0.0104 -0.0251 0.121
H 0.6186 -1.7185 5.9208 -0.0027 0.0192 0.0077 0.140
H 0.3816 -0.3841 4.7701 0.0387 -0.0407 -0.0237 0.107
H -0.5733 -3.2677 4.4304 0.0287 -0.0075 -0.0028 0.137
H 0.6940 -2.4509 3.4802 0.0194 0.0397 -0.0034 0.132
```
Forces are in eV/Å.

Computed properties:
Multiplicity: 1
Energy above the lowest of the compared OMol25 structures with the same formula, charge and spin: 0.0 kJ/mol
Highest occupied orbital energy: -0.434 hartree
Largest force on an atom: 0.43 eV/A
Energy: -2693.77922 Ha
Charge: +1
Kohn-Sham gap: 0.33952 Eh
LUMO energy: -2.56 eV

[4]
Density functional theory data (ωB97M-V with the def2-TZVPD basis set) for a molecular structure, C7H8F3N2O3PdS6Sb.

XYZ file:
```
31
Properties=species:S:1:pos:R:3:forces:R:3:lowdin_charge:R:1
Pd -1.6820 0.0502 1.8068 -0.0479 -0.0219 -0.1088 0.187
S -3.1058 1.6719 6.3035 -0.0004 0.0016 0.0044 -0.348
Sb -1.3047 1.3319 4.9689 -0.0008 0.0897 -0.1013 -0.259
S -1.6546 2.1028 2.6911 0.0081 -0.0271 0.1521 -0.077
S -1.3428 -0.7975 3.8456 0.0228 0.0007 -0.0144 -0.096
S 0.7444 1.9022 5.7569 0.0015 -0.0016 -0.0145 -0.349
C 1.0293 2.1143 0.1095 -0.0171 0.0396 0.0539 -0.021
C 1.7842 0.9901 -0.5076 -0.0461 -0.0587 -0.0199 -0.251
C 1.2616 0.1106 -1.4089 0.0333 -0.0226 -0.0275 0.021
C 2.0910 -0.9397 -1.8526 0.0050 0.0288 -0.0020 -0.302
N 3.3599 -1.0632 -1.5136 0.0066 -0.0136 -0.0115 0.089
C 3.9099 -0.1575 -0.6712 0.0084 -0.0341 -0.0076 -0.893
S 5.5305 -0.1311 -0.2457 -0.0383 0.0027 -0.0155 0.474
N 3.0755 0.8045 -0.1464 0.0079 0.1261 0.0443 0.091
C 1.5235 -1.9759 -2.7722 -0.0154 0.0050 -0.0041 -0.027
H 0.2081 2.4174 -0.5362 0.0009 -0.0368 -0.0200 0.088
H 1.6767 2.9712 0.3007 0.0142 -0.0093 0.0142 0.087
H 0.5750 1.8119 1.0589 0.0774 -0.0304 0.0319 0.025
H 0.2371 0.1950 -1.7353 -0.0049 -0.0023 0.0069 0.095
H 3.5039 1.4265 0.5251 -0.0087 -0.0071 0.0113 0.130
H 1.2637 -1.5176 -3.7294 0.0083 0.0000 0.0018 0.087
H 0.5964 -2.3762 -2.3610 0.0039 -0.0021 0.0036 0.071
H 2.2534 -2.7652 -2.9319 -0.0029 -0.0075 -0.0016 0.074
F -4.5417 -0.2931 -1.8827 -0.0166 0.0249 -0.0358 0.118
C -4.0600 -1.1050 -0.9317 0.1490 0.0031 0.0333 -0.673
F -4.6553 -0.8004 0.2173 -0.0171 0.0146 0.0186 0.134
F -4.3989 -2.3601 -1.2590 -0.0012 -0.0315 -0.0034 0.117
S -2.2231 -0.9414 -0.8122 -0.1096 0.0620 -0.0338 0.462
O -1.7673 -1.3488 -2.1143 0.0134 0.0013 0.0054 -0.296
O -1.8624 -1.8002 0.3083 -0.0151 -0.0169 0.0234 -0.367
O -2.0253 0.4725 -0.4809 -0.0182 -0.0765 0.0168 -0.392
```
Forces are in eV/Å.

Computed properties:
Multiplicity: 1
Energy above the lowest of the compared OMol25 structures with the same formula, charge and spin: 7.6 kJ/mol
Highest occupied orbital energy: -0.080 hartree
Largest force on an atom: 0.15 eV/A
Energy: -3663.86311 Ha
Charge: -2
Kohn-Sham gap: 0.24238 Eh
LUMO energy: 4.41 eV

[5]
Density functional theory data (ωB97M-V with the def2-TZVPD basis set) for a molecular structure, C28H21GeIPtTe4.

XYZ file:
```
56
Properties=species:S:1:pos:R:3:forces:R:3:lowdin_charge:R:1
Pt 1.1040 -0.3633 2.1798 0.0286 0.1505 0.0277 0.027
I -0.9928 -2.4966 2.8690 0.0182 -0.0701 -0.0279 0.952
C -2.3494 -0.9387 2.4975 -0.0077 -0.0162 0.0122 -0.620
C -3.6649 -1.3121 2.5208 -0.0029 0.0055 -0.0035 -0.191
C -4.6790 -0.3506 2.3450 0.0074 0.0096 -0.0028 -0.098
C -4.3375 0.9568 2.1788 0.0018 -0.0023 0.0037 -0.053
C -2.9814 1.3634 2.1500 0.0078 0.0029 -0.0056 -0.182
C -2.6726 2.7306 1.9673 -0.0024 -0.0096 -0.0044 -0.057
C -1.3729 3.1334 1.9143 -0.0003 0.0008 -0.0062 -0.074
C -0.3363 2.1865 2.0018 0.0103 -0.0014 0.0113 -0.170
C -0.5649 0.8377 2.1656 -0.0072 -0.0424 -0.0049 -0.422
C -1.9274 0.4069 2.2824 -0.0024 0.0085 -0.0154 -0.252
H -3.9302 -2.3474 2.6847 0.0027 -0.0019 0.0014 0.073
H -5.7168 -0.6592 2.3589 -0.0017 0.0011 0.0009 0.096
H -5.1010 1.7173 2.0590 0.0002 -0.0005 -0.0016 0.106
H -3.4875 3.4384 1.8666 0.0007 -0.0010 0.0010 0.104
H -1.1258 4.1801 1.7826 -0.0007 0.0029 0.0004 0.103
H 0.6855 2.5392 1.9281 0.0030 0.0064 0.0097 0.061
Te 1.4458 0.1645 4.8186 0.0422 -0.0177 -0.0095 -0.039
Te 2.6269 2.5308 4.8182 -0.0141 -0.0199 -0.0071 -0.199
Te 3.5970 -1.6308 4.7837 -0.0450 0.0452 -0.0309 0.030
Te 3.4788 -1.3734 2.1316 0.0200 -0.0065 0.0110 0.289
C 0.3468 -4.7536 -2.1973 -0.0038 0.0026 -0.0120 -0.110
C 1.0477 -4.6106 -1.0076 0.0050 -0.0050 0.0152 -0.097
C 1.1844 -3.3557 -0.4295 -0.0385 -0.0020 -0.0169 -0.149
C 0.6359 -2.2196 -1.0240 -0.0065 -0.0215 0.0029 -0.318
C -0.0636 -2.3828 -2.2200 0.0061 -0.0041 0.0014 -0.113
C -0.2102 -3.6360 -2.8028 0.0042 -0.0074 0.0076 -0.099
Ge 0.9209 -0.4340 -0.2271 0.0088 0.0930 -0.0389 0.777
C -0.4577 0.7018 -1.0670 -0.0155 -0.0382 -0.0051 -0.301
C -0.1392 1.9096 -1.6837 -0.0067 0.0144 -0.0094 -0.100
C -1.1291 2.7301 -2.2125 0.0083 -0.0084 -0.0048 -0.098
C -2.4612 2.3519 -2.1352 -0.0016 -0.0081 0.0038 -0.107
C -2.7967 1.1467 -1.5315 -0.0118 0.0150 -0.0150 -0.092
C -1.8030 0.3336 -1.0067 0.0119 0.0166 0.0291 -0.123
C 2.6178 0.1864 -1.0460 0.0012 0.0029 0.0157 -0.351
C 3.2659 1.3096 -0.5250 0.0021 -0.0099 0.0229 -0.155
C 4.4460 1.7845 -1.0825 -0.0245 -0.0006 0.0152 -0.094
C 5.0090 1.1336 -2.1719 -0.0058 -0.0138 -0.0176 -0.108
C 4.3837 0.0122 -2.6991 0.0137 0.0111 0.0023 -0.100
C 3.1983 -0.4524 -2.1414 -0.0021 -0.0064 0.0127 -0.103
H 0.2325 -5.7320 -2.6484 0.0007 0.0000 0.0004 0.092
H 1.4818 -5.4786 -0.5256 0.0017 0.0012 0.0001 0.097
H 1.7208 -3.2577 0.5089 -0.0257 -0.0334 -0.0013 0.030
H -0.5054 -1.5179 -2.7029 0.0062 -0.0084 -0.0039 0.095
H -0.7610 -3.7394 -3.7304 0.0003 0.0010 -0.0003 0.094
H 0.8974 2.2218 -1.7509 -0.0031 -0.0025 -0.0009 0.091
H -0.8579 3.6686 -2.6821 0.0014 0.0000 0.0014 0.094
H -3.2353 2.9933 -2.5393 -0.0002 -0.0001 -0.0002 0.092
H -3.8348 0.8441 -1.4577 0.0006 0.0004 -0.0011 0.099
H -2.0851 -0.6019 -0.5334 -0.0044 -0.0036 0.0212 0.105
H 2.8460 1.8148 0.3405 0.0215 -0.0244 0.0169 0.090
H 4.9297 2.6563 -0.6587 0.0005 -0.0020 0.0019 0.099
H 5.9341 1.4954 -2.6042 0.0014 -0.0012 0.0003 0.092
H 4.8212 -0.5043 -3.5456 -0.0003 -0.0007 -0.0012 0.094
H 2.7225 -1.3312 -2.5637 -0.0034 -0.0001 -0.0018 0.093
```
Forces are in eV/Å.

Computed properties:
Multiplicity: 2
Expectation value of S²: 0.7578
Energy above the lowest of the compared OMol25 structures with the same formula, charge and spin: 2.3 kJ/mol
Highest occupied orbital energy (spin up / spin down): -0.149 / -0.148 hartree
Largest force on an atom: 0.16 eV/A
Energy: -4645.74373 Ha
Charge: -1
Kohn-Sham gap (spin up / spin down): 0.21289 / 0.16375 Eh
LUMO energy (spin up / spin down): 1.75 / 0.43 eV